Here is a molecular structure, C17H33AlCl2IO3 from the Open Molecules 2025 dataset. Energies are from the ωB97M-V functional and the def2-TZVPD basis.

ORCA input file:
```
! wB97M-V def2-TZVPD RIJCOSX def2/J DEFGRID3
* xyz -1 1
I -2.451 1.693 -2.791
Cl -2.656 -5.942 -1.063
Cl -3.048 -2.838 -2.386
Al 2.051 2.045 -0.436
O 5.274 3.559 0.727
O 0.483 1.695 -3.288
O 6.218 4.463 -1.128
C -3.440 -4.386 -3.170
C -1.077 -2.222 0.473
C -3.144 1.073 3.954
C 0.086 -1.272 0.171
C -0.986 0.376 2.741
C 3.789 4.432 -0.965
C 2.146 -0.860 -1.350
C 5.109 4.108 -0.341
C 2.653 0.119 -0.267
C 3.276 3.136 -1.677
C 0.080 2.260 -0.964
C -1.618 1.247 3.821
C -1.457 -1.089 2.756
C -3.937 -5.409 -2.182
C 0.970 -1.785 -0.950
C -2.078 -1.579 1.443
C -0.252 1.891 -2.353
H 0.088 0.404 2.906
H -4.214 -4.186 -3.909
H 4.124 2.491 -1.913
H 0.636 -1.123 1.091
H -1.141 1.067 4.781
H -4.756 -5.016 -1.586
H -0.370 -0.342 -0.160
H -2.599 -0.779 0.924
H -2.549 -4.734 -3.687
H 3.741 0.150 -0.345
H 1.876 -0.353 -2.272
H -0.619 1.790 -0.281
H -3.367 0.358 4.739
H -1.128 0.826 1.765
H 0.328 -1.892 -1.824
H 2.754 3.397 -2.593
H -0.727 -3.170 0.873
H -3.608 2.020 4.207
H 3.873 5.269 -1.648
H 3.117 4.646 -0.141
H -2.129 -1.281 3.585
H -1.426 2.292 3.590
H 6.166 3.907 -1.909
H -3.561 0.705 3.023
H -2.801 -2.356 1.694
H 2.172 2.727 1.034
H -4.284 -6.294 -2.714
H -1.612 -2.350 -0.465
H -0.150 3.328 -0.899
H 1.332 -2.784 -0.708
H 2.442 -0.214 0.746
H -0.577 -1.705 2.940
H 2.977 -1.514 -1.617
*
```

Computed properties:
DFT total energy: -64051.2722 eV
Orbital gap: 7.24 eV
Molar mass: 510.2 g mol⁻¹
Maximum force: 2.6 eV/Å
LUMO: 2.24 eV